1.
A structure of composition C5H4CuMgO6, computed with the ωB97M-V functional and the def2-TZVPD basis.

## Properties
DFT total energy: -2484.0677 hartree

The geometry in ORCA input format:
```
! wB97M-V def2-TZVPD RIJCOSX def2/J DEFGRID3
* xyz 2 2
Cu -4.4598 1.7183 1.5064
Mg 1.8691 1.6219 -1.5279
O 3.3360 2.9756 -1.6660
O -2.9398 0.2466 0.1974
O 1.1535 0.0071 -0.7471
O -2.6764 0.4260 2.3861
O 5.1396 4.4209 -1.6189
O -1.6555 -1.2186 1.3166
C -1.2077 -1.8439 0.1169
C 0.4250 -0.6131 0.0020
C 0.5737 -2.0057 0.3779
C -2.4211 -0.1056 1.2833
C 4.2497 3.7052 -1.6336
H 1.0580 -2.0959 1.3568
H -2.2021 -1.8604 -0.3705
H 0.9481 -2.6536 -0.4250
H -1.1903 -2.7250 -0.5545
*
```


2.
A cluster of 8 separate species, C16H52N4O8 in total, computed with the ωB97M-V functional and the def2-TZVPD basis.

## Properties
SMILES string: COC[C@H](C)N.COC[C@H](C)N.COC[C@H](C)N.COC[C@H](C)N.O.O.O.O
energy above the lowest of the compared OMol25 structures with the same formula, charge and spin: 135.89 kJ/mol

The geometry in ORCA input format:
```
! wB97M-V def2-TZVPD RIJCOSX def2/J DEFGRID3
* xyz 0 1
O 14.2716 9.8977 10.2953
O 10.2898 8.8427 6.7349
O 11.8123 11.7682 10.5983
O 15.8266 12.2698 10.7812
O 13.8668 12.9332 9.0424
O 8.5521 6.9605 13.4192
O 15.6701 5.7751 9.7587
O 17.2700 10.5132 13.1456
N 11.7305 8.5967 13.1354
N 13.5575 10.3161 7.5608
N 17.9298 5.2687 11.6239
N 14.9301 8.0965 14.2262
C 15.3517 9.2486 13.4021
C 17.3643 6.6091 11.2699
C 14.3825 6.0021 10.3306
C 11.6601 8.7453 7.2332
C 9.2912 7.8962 6.9476
C 11.2610 6.2632 12.5951
C 16.7145 6.7808 9.8774
C 18.4705 7.6496 11.2817
C 16.7313 9.3337 13.8312
C 9.6688 7.6923 13.8682
C 14.5786 10.5116 13.6775
C 12.2402 10.4524 5.4456
C 18.6035 10.8666 13.5270
C 12.2460 10.1229 6.9443
C 8.1069 5.9361 14.2582
C 10.6850 7.6137 12.7549
H 13.7271 5.1307 10.0683
H 11.2307 10.2859 5.0476
H 16.3609 7.8132 9.8488
H 15.5225 11.3531 10.7739
H 7.2159 5.6086 13.6622
H 9.5956 6.9038 6.5713
H 11.5702 12.4282 11.2763
H 8.9444 7.7559 7.9957
H 11.9704 6.0697 13.4128
H 14.0208 9.7880 9.3405
H 12.2852 7.8825 6.8943
H 13.7316 11.2966 7.7810
H 13.9155 13.8813 8.7561
H 12.4694 11.4946 5.2853
H 10.1634 7.8729 11.8380
H 12.4543 12.2383 10.0465
H 14.9198 10.9903 14.6073
H 13.4551 10.3554 10.6728
H 16.7688 9.5067 14.9206
H 14.4149 6.0705 11.4338
H 10.5624 5.4548 12.4580
H 11.2582 9.4928 12.9409
H 10.0448 7.2307 14.8118
H 14.7964 11.1750 12.8509
H 18.7045 10.9988 14.6151
H 13.0384 9.9364 4.8712
H 17.4075 6.5501 9.0358
H 17.1254 4.6228 11.6655
H 18.6122 4.8103 11.0761
H 19.0987 7.4659 12.1428
H 8.3803 8.2023 6.4150
H 19.0840 11.7356 13.0418
H 11.6700 8.7352 8.3743
H 19.2502 10.0228 13.1797
H 13.9932 7.7271 14.0580
H 13.9708 6.9149 9.9151
H 17.3801 8.5027 13.5903
H 14.3096 10.0521 6.8977
H 12.5259 8.5470 12.5102
H 9.4431 8.6956 14.2246
H 18.0237 8.6362 11.2940
H 14.6900 12.7761 9.5703
H 7.6331 6.2770 15.2034
H 8.7402 5.0951 14.4298
H 11.5488 10.8125 7.5164
H 13.4892 10.3604 13.7579
H 14.8417 8.4646 15.1822
H 16.7684 12.3023 10.8623
H 16.5670 6.8031 11.9914
H 19.1497 7.5031 10.4567
H 11.8562 6.1975 11.6692
H 15.2831 8.8990 12.3474
*
```


3.
The ion C6H7N3 with charge +2, computed with the ωB97M-V functional and the def2-TZVPD basis.

## Properties
DFT total energy: -396.1499 hartree

The geometry in ORCA input format:
```
! wB97M-V def2-TZVPD RIJCOSX def2/J DEFGRID3
* xyz 2 1
N 0.8052 0.4918 -1.2313
N -0.9153 -1.4212 0.4400
N 0.7211 0.2006 1.1091
C 0.0753 -1.1192 1.0234
C -1.0047 -1.1675 -1.8272
C 0.7365 0.8598 0.0288
C 0.0186 -0.2337 -2.0035
C 0.7652 0.8671 2.3873
C -1.6142 -1.6544 -0.6462
H 1.0879 0.0208 3.1617
H 1.5327 1.0793 -1.7575
H 0.0951 -0.0099 -3.0505
H -2.2639 -2.4846 -0.4966
H 1.5115 1.6426 2.2670
H -1.3915 -1.3327 -2.7801
H -0.1297 1.5150 2.7640
*
```


4.
A cluster of 2 separate species, C2H6O in total, computed with the ωB97M-V functional and the def2-TZVPD basis.

## Properties
SMILES string: C=O.C
energy above the lowest of the compared OMol25 structures with the same formula, charge and spin: 89.15 kJ/mol

The geometry in ORCA input format:
```
! wB97M-V def2-TZVPD RIJCOSX def2/J DEFGRID3
* xyz 0 1
O 1.5724 0.7307 -1.1213
C -1.8745 -0.2972 1.7398
C 0.8254 -0.1949 -0.9676
H 0.8315 -1.0482 -1.6769
H -0.8909 -0.4245 2.1769
H -2.3921 -1.2600 1.7144
H -1.6845 -0.0795 0.6922
H -2.4480 0.3747 2.3627
H 0.3333 -0.4107 -0.0363
*
```


5.
A cluster of 2 separate species, C6H5NS in total, computed with the ωB97M-V functional and the def2-TZVPD basis.

## Properties
SMILES string: CC=C=C=C=S.C#N
energy above the lowest of the compared OMol25 structures with the same formula, charge and spin: 279.25 kJ/mol

The geometry in ORCA input format:
```
! wB97M-V def2-TZVPD RIJCOSX def2/J DEFGRID3
* xyz 0 1
S -5.4463 0.5273 -0.0813
N -3.3024 -1.7873 0.5554
C -1.4108 1.2708 0.0711
C -0.1269 1.5026 0.0853
C -2.8899 -2.4932 -0.2361
C 0.9098 0.4381 0.2846
C -3.8982 0.7536 -0.0065
C -2.6616 1.0230 0.0719
H 0.2309 2.5108 -0.0698
H -2.5045 -3.1297 -0.9898
H 1.5335 0.6742 1.1461
H 1.5551 0.3794 -0.5893
H 0.4395 -0.5320 0.4426
*
```


6.
A cluster of 2 separate species, C3H6N2O2 in total, computed with the ωB97M-V functional and the def2-TZVPD basis.

## Properties
energy above the lowest of the compared OMol25 structures with the same formula, charge and spin: 651.60 kJ/mol

The geometry in ORCA input format:
```
! wB97M-V def2-TZVPD RIJCOSX def2/J DEFGRID3
* xyz 0 1
O -0.7018 -1.6025 -1.1205
O -2.0230 1.4373 0.1666
N 1.5672 -0.2657 -0.7495
N -1.4353 -0.6709 -1.0654
C -0.6577 -0.1777 1.3419
C -1.4326 0.4024 0.3404
C 0.8141 0.7462 -0.2773
H 1.3437 -0.6962 -1.6332
H 2.0518 -0.8638 -0.0985
H 0.3445 1.3595 -1.0368
H -0.3104 -1.1962 1.2328
H -0.7664 0.2090 2.3489
H 1.2058 1.3185 0.5507
*
```